The following is a DFT calculation (ωB97M-V/def2-TZVPD) of a cluster of 7 separate species, C44H97F6N8O2P2 in total at a distorted geometry.

The geometry in XYZ format:
```
159
Properties=species:S:1:pos:R:3:forces:R:3
C -0.467701 -7.790483 2.935338 0.247 -0.755 1.066
C -1.822441 -7.083233 3.016508 0.417 -1.963 -0.180
N -1.906431 -6.109513 1.994488 -4.469 1.888 -3.736
C -0.944881 -5.329603 1.519358 1.256 3.185 -0.993
C -1.446551 -4.341133 0.655998 -1.087 -2.743 -0.393
N -2.773211 -4.729293 0.362228 1.321 -2.172 4.635
C -3.090371 -5.780343 1.280008 2.860 2.327 -1.618
C -3.697501 -4.081753 -0.546822 -0.237 -0.006 -0.375
H 0.383219 -7.209933 3.291718 -0.077 0.112 -0.223
H -0.255461 -8.276283 1.982948 -0.185 0.735 -0.444
H -0.479651 -8.689423 3.551658 -0.223 0.211 0.530
H -2.114861 -6.592733 3.944948 0.370 -0.438 0.230
H -2.538771 -7.848543 2.717698 -0.342 0.076 0.545
H 0.096909 -5.414753 1.791088 -0.240 -0.094 0.277
H -0.946521 -3.581253 0.073808 -0.010 -0.063 0.162
H -4.094651 -6.177603 1.283558 0.303 -0.423 0.466
H -4.206181 -4.862643 -1.112102 0.129 0.171 -0.201
H -3.097241 -3.440193 -1.191962 -0.279 -0.093 -0.084
H -4.454911 -3.485713 -0.037742 0.262 0.026 0.186
C -5.490271 7.445167 3.841028 0.935 -0.754 0.457
C -5.345671 6.264237 4.848198 -0.603 0.454 0.732
N -4.029901 6.139707 5.519188 4.775 0.820 -2.057
C -3.672391 6.428227 6.807198 0.096 -1.138 0.885
C -2.297151 6.198457 6.968718 -2.511 1.798 2.365
N -1.770621 6.043987 5.780448 -1.677 -0.878 -3.657
C -2.788641 6.010617 4.861388 -0.977 0.060 1.055
C -0.357211 5.783387 5.499718 -0.469 -0.053 0.312
H -4.746711 7.367547 3.047808 0.055 -0.305 -0.076
H -5.263931 8.402917 4.309628 -0.514 -0.022 0.149
H -6.456381 7.409497 3.337588 -0.045 0.166 0.401
H -5.674421 5.306657 4.444398 0.664 -0.045 -0.365
H -5.975811 6.334217 5.734838 -0.488 0.610 -0.237
H -4.457471 6.715937 7.490768 0.322 -0.202 0.321
H -1.661881 6.339557 7.830648 -0.311 -0.114 0.103
H -2.647241 6.061497 3.791898 -0.048 -0.474 0.074
H 0.171659 6.139127 6.383938 0.296 0.254 -0.440
H -0.123291 6.302487 4.570248 0.429 -0.179 0.261
H -0.219041 4.703367 5.449168 0.088 0.122 -0.340
C -5.608131 -0.648983 5.915538 -0.906 -0.727 -0.161
C -4.647711 -1.727683 6.464418 -0.157 2.557 -0.897
N -5.353601 -2.968063 6.709668 0.421 -0.212 4.223
C -6.105431 -3.604103 5.814248 0.030 0.820 -2.071
C -6.665571 -4.705233 6.331578 0.527 -0.078 1.309
N -6.263941 -4.710123 7.680528 0.688 0.723 0.458
C -5.492271 -3.601013 7.944988 -0.834 -0.936 -3.598
C -6.508081 -5.773003 8.688248 -0.477 -0.184 0.295
H -5.793511 -0.943333 4.882528 -0.325 0.455 -0.098
H -5.263701 0.385157 5.920388 0.448 -0.321 0.122
H -6.553031 -0.685943 6.457668 -0.072 0.121 0.014
H -4.172981 -1.259593 7.326758 0.131 -1.012 0.283
H -3.960471 -1.787433 5.620478 0.567 -0.857 0.556
H -6.164481 -3.103103 4.859308 -0.270 -0.680 -0.230
H -7.227181 -5.449143 5.786068 -0.139 -0.131 0.678
H -5.017161 -3.278093 8.859538 -0.155 -0.292 0.005
H -6.914011 -6.678603 8.237468 0.324 0.193 -0.393
H -7.267271 -5.488823 9.416918 0.083 0.447 -0.109
H -5.592571 -6.011653 9.229518 -0.004 0.086 -0.261
C 7.951209 2.301767 -2.314722 0.870 0.185 -0.848
C 8.101609 2.650687 -3.830702 -0.641 -1.935 -0.112
C 7.368739 1.520997 -4.666642 -1.698 0.697 0.190
C 7.671039 1.502497 -6.174242 0.983 -0.434 0.900
P 6.936029 0.216637 -7.243592 1.501 1.196 -0.449
C 7.662519 0.491257 -8.895462 -0.494 0.465 1.665
C 7.263979 -0.566323 -9.897972 0.806 -0.686 -1.313
C 6.840979 0.047047 -11.230552 0.440 1.106 -0.586
C 6.186559 -0.755383 -12.324832 0.470 -1.241 0.534
C 7.223619 -1.388563 -6.533082 0.842 -0.765 1.096
C 8.687759 -1.807683 -6.064762 -0.401 -0.161 -0.700
C 9.013029 -3.308933 -6.131272 -0.565 -0.502 0.327
C 10.413779 -3.680393 -5.582642 -0.010 1.136 -1.181
C 5.206489 0.439277 -7.442512 -0.708 -0.016 0.460
C 4.384269 -0.159843 -6.304942 -1.039 0.774 -0.527
C 2.896919 0.198097 -6.534812 -0.983 -1.340 1.080
C 2.048109 -0.279003 -5.351642 0.200 -0.508 0.312
H 6.877649 2.273507 -2.128262 0.101 0.211 0.447
H 8.506419 3.009357 -1.698952 -0.545 0.408 0.023
H 8.387989 1.355857 -1.994472 -0.096 -0.331 -0.524
H 9.099599 2.702427 -4.265942 0.319 0.163 0.669
H 7.619439 3.619537 -3.960812 -0.017 -0.083 -0.378
H 6.293129 1.662657 -4.561222 -0.324 0.569 0.047
H 7.399539 0.521947 -4.231852 1.044 -0.099 0.138
H 8.728759 1.240097 -6.196122 0.377 -0.015 -0.445
H 7.627549 2.519277 -6.564602 -0.385 -0.142 -0.422
H 8.716909 0.693887 -8.707552 0.237 -0.467 -0.439
H 7.266429 1.476407 -9.141832 -0.213 0.153 -0.220
H 6.538079 -1.307763 -9.564132 -0.174 0.100 0.359
H 8.182219 -1.109083 -10.122342 -0.116 -0.505 0.153
H 7.757519 0.378667 -11.718492 0.136 0.716 0.342
H 6.203009 0.911537 -11.046852 0.070 0.267 0.124
H 6.875219 -1.527003 -12.669022 -0.019 -0.299 0.108
H 6.039989 -0.151273 -13.220182 -0.616 0.097 0.330
H 5.317789 -1.256993 -11.898532 -0.431 0.080 -0.682
H 6.716979 -2.111023 -7.172982 0.246 -0.206 -0.204
H 6.610779 -1.349833 -5.632512 -0.171 -0.129 0.117
H 8.826059 -1.518193 -5.023052 0.129 0.579 -0.180
H 9.409099 -1.347803 -6.740252 0.195 0.443 0.338
H 8.856539 -3.614303 -7.165862 0.275 -0.276 -0.038
H 8.284249 -3.853553 -5.530972 -0.286 -0.093 -0.085
H 10.849049 -4.582483 -6.012602 -0.570 -0.369 0.396
H 10.463909 -3.644073 -4.494402 -0.007 -0.202 -0.128
H 11.097259 -2.934303 -5.988002 0.251 0.319 0.308
H 4.903119 0.076127 -8.424442 -0.071 -0.096 -0.005
H 5.018649 1.512547 -7.412122 0.124 0.162 -0.268
H 4.777809 0.168387 -5.342922 -0.208 0.351 0.120
H 4.417899 -1.247943 -6.250142 0.103 -0.057 -0.300
H 2.548439 -0.421133 -7.361382 0.196 -0.020 -0.317
H 2.471489 1.175047 -6.764332 1.298 0.593 -0.102
H 2.321469 -1.294313 -5.064382 -0.232 -0.401 -0.377
H 0.997739 -0.239963 -5.640232 -0.020 -0.067 0.341
H 2.210559 0.231017 -4.402122 -0.082 0.702 -0.232
C -9.549181 3.963587 -0.319072 0.297 1.322 -1.622
N -10.420371 2.848677 -0.898312 1.096 -0.287 1.736
C -9.611041 2.078907 -1.999422 -1.047 1.309 1.543
C -10.452931 1.934597 0.313098 -1.818 -1.096 -0.292
C -11.915061 3.188967 -1.322752 1.182 -0.962 0.545
C -12.157301 4.359857 -2.293062 0.207 -0.343 0.129
O -13.509811 4.752317 -2.106202 0.913 -0.436 0.102
H -8.622601 3.638457 0.154038 -0.327 -0.838 -0.089
H -10.026141 4.636647 0.393388 -0.676 -0.465 -0.159
H -9.198181 4.579597 -1.146972 -0.221 0.130 -0.095
H -10.161831 1.175757 -2.262202 -0.048 0.263 -0.135
H -8.707211 1.816587 -1.449532 0.242 0.082 -0.698
H -9.499251 2.804097 -2.805462 0.318 -0.477 -0.114
H -10.959581 2.425137 1.144228 0.460 0.309 -0.029
H -9.497431 1.486677 0.586038 0.179 0.702 -0.218
H -11.098861 1.080897 0.108008 -0.097 -0.054 -0.351
H -12.487671 3.290537 -0.400852 0.214 0.553 0.067
H -12.170231 2.183707 -1.658082 -0.497 0.313 -0.669
H -11.942221 4.075667 -3.323152 -0.223 -0.329 -0.132
H -11.455591 5.172347 -2.104452 0.031 0.218 0.451
H -13.704251 5.408847 -2.779082 -0.284 0.153 -0.103
C 3.080299 -0.326083 5.129708 1.438 -0.293 0.705
N 4.204379 -1.075273 5.946078 -0.915 -0.543 -0.422
C 4.519889 -0.331403 7.179598 0.099 1.284 0.918
C 3.586099 -2.432053 6.393338 1.152 0.235 -0.719
C 5.546569 -1.246903 5.110638 -1.430 -1.569 0.008
C 5.742089 -0.161553 4.077288 0.083 0.220 0.619
O 5.788969 1.048697 4.806698 -0.078 0.009 -0.046
H 2.873339 -1.003453 4.301198 -0.338 0.392 0.046
H 3.450079 0.655027 4.831728 0.330 -0.374 -0.269
H 2.227489 -0.074223 5.760088 0.038 -0.792 0.191
H 4.767999 0.691877 6.897788 -0.470 0.039 0.102
H 5.386319 -0.627183 7.771128 0.220 -0.866 -0.677
H 3.703739 -0.421633 7.896448 -0.298 0.362 -0.357
H 4.286899 -2.893413 7.089128 -0.151 0.165 0.154
H 3.502479 -3.119213 5.551368 0.007 0.325 -0.212
H 2.596999 -2.297643 6.831188 0.293 0.370 0.070
H 5.447589 -2.188723 4.570938 -0.352 -0.054 -0.175
H 6.290139 -1.513383 5.861768 0.287 0.947 -0.089
H 4.919849 -0.224213 3.364478 -0.366 0.275 0.068
H 6.604739 -0.353383 3.439218 0.474 -0.061 0.456
H 5.952809 1.827777 4.270238 0.154 -0.036 -0.319
P -2.283931 1.648807 1.112498 -0.237 -1.665 -2.540
F -3.016321 0.217307 1.480468 1.435 -1.213 1.009
F -0.912391 0.947857 0.584718 -0.120 0.077 0.851
F -2.883601 1.296187 -0.408922 0.307 1.279 0.282
F -1.737441 3.120687 0.627638 -0.572 -1.165 0.961
F -3.707331 2.211117 1.531898 -0.218 2.075 0.657
F -1.631191 1.749707 2.624368 -0.676 0.414 -0.922
```
Forces are in eV/Å.

As for the HOMO energy: -0.636 hartree. As for the energy relative to the best compared isomer or geometry (same formula, charge and spin): 235.88 kJ/mol. The frontier orbital gap comes out at 8.8 eV. The net charge is +5. Its total energy is -98058.74775 eV. The maximum force comes out at 6.124 eV Å⁻¹.